Entry from OMol25: C46H52N6O7P2S2Ta as an isolated structure (the ωB97M-V functional and the def2-TZVPD basis).

Its net charge is +3. The spin multiplicity is 1. Its energy above the lowest of the compared OMol25 structures with the same formula, charge and spin is 25.7 kJ/mol.

```
116
C46H52N6O7P2S2Ta, DFT the ωB97M-V functional and the def2-TZVPD basis
Ta -0.02 -0.18 -0.79
N -0.71 -2.50 -1.09
C -1.17 -2.47 -2.46
C -0.04 -2.17 -3.41
N 0.74 -0.96 -2.98
C 0.60 0.16 -3.96
C -0.75 0.86 -3.86
N -1.39 0.72 -2.53
H -1.43 -2.69 -0.41
H 0.08 -3.11 -0.95
H -1.60 -3.41 -2.76
H -2.05 -1.79 -2.62
H 0.64 -3.01 -3.46
H -0.35 -1.95 -4.46
H 1.72 -1.18 -2.92
H 1.40 0.88 -3.77
H 0.73 -0.23 -4.98
H -0.64 1.92 -4.10
H -1.36 0.36 -4.62
H -1.61 1.70 -2.25
H -2.27 0.18 -2.59
C 3.17 -1.92 2.53
N 2.23 -1.40 1.58
P 0.64 -0.80 1.79
C -0.16 -1.92 2.94
C -1.39 -2.54 2.59
C -1.86 -3.57 3.40
C -1.30 -3.78 4.67
C -0.15 -3.11 5.06
C 0.43 -2.15 4.21
C 1.00 0.63 2.85
C 2.01 1.52 2.48
C 2.48 2.48 3.40
C 1.84 2.66 4.62
C 0.75 1.87 4.92
C 0.31 0.87 4.04
P 2.30 -1.85 -0.11
C 3.93 -1.47 -0.77
C 4.18 -1.74 -2.16
C 5.25 -1.11 -2.77
C 6.19 -0.38 -2.03
C 6.03 -0.25 -0.65
C 4.85 -0.70 -0.06
C 2.23 -3.65 -0.20
C 3.05 -4.45 -1.12
C 2.66 -5.75 -1.38
C 1.67 -6.38 -0.62
C 1.05 -5.70 0.39
C 1.29 -4.33 0.62
H 3.41 -1.13 3.25
H 4.09 -2.19 1.99
H 2.75 -2.80 3.03
H -1.91 -2.26 1.67
H -2.65 -4.21 3.03
H -1.71 -4.54 5.31
H 0.31 -3.38 6.01
H 1.31 -1.52 4.49
H 2.57 1.46 1.53
H 3.33 3.11 3.09
H 2.21 3.36 5.36
H 0.22 1.96 5.92
H -0.61 0.35 4.35
H 3.50 -2.41 -2.70
H 5.41 -1.35 -3.84
H 7.06 0.03 -2.53
H 6.81 0.24 -0.05
H 4.71 -0.42 0.99
H 3.98 -4.01 -1.47
H 3.14 -6.30 -2.22
H 1.49 -7.40 -0.77
H 0.48 -6.31 1.12
H 0.73 -3.83 1.47
O 3.69 1.97 -0.33
S 2.73 1.94 -1.41
O 3.28 1.83 -2.75
O 1.67 0.82 -1.11
C 1.80 3.49 -1.41
C 2.59 4.43 -2.13
C 2.40 5.76 -1.79
C 1.48 6.23 -0.84
C 0.66 5.31 -0.24
C 0.75 3.94 -0.57
S -0.82 3.15 -0.46
O -1.56 3.28 -1.72
O -1.43 3.65 0.72
O -0.43 1.71 -0.21
H 3.34 4.06 -2.84
H 3.07 6.53 -2.21
H 1.43 7.26 -0.55
H -0.03 5.65 0.54
C -6.16 1.32 1.23
N -4.69 1.41 1.21
N -4.00 0.80 0.06
C -2.78 0.36 0.52
O -1.96 -0.31 -0.21
C -2.70 0.63 1.91
C -3.86 1.29 2.28
C -4.29 1.85 3.57
C -4.31 1.41 -1.22
C -4.55 0.61 -2.37
C -5.19 1.23 -3.47
C -5.64 2.54 -3.34
C -5.28 3.31 -2.26
C -4.59 2.80 -1.21
H -6.50 0.98 0.23
H -6.58 2.30 1.51
H -6.51 0.55 1.95
H -1.83 0.35 2.53
H -3.41 1.96 4.22
H -5.03 1.15 4.04
H -4.75 2.85 3.44
H -4.36 -0.47 -2.41
H -5.30 0.77 -4.46
H -6.23 2.94 -4.17
H -5.69 4.33 -2.18
H -4.26 3.38 -0.37
```



Entry from OMol25: C46H52N7O6ReS as an isolated structure (the ωB97M-V functional and the def2-TZVPD basis).

Its calculated total energy is -84224.60121 eV. Its net charge is +1. The spin multiplicity is 4. As for the expectation value of S²: 3.94.

```
113
C46H52N7O6ReS, DFT the ωB97M-V functional and the def2-TZVPD basis
Re -0.15 0.12 -0.28
N 2.17 -3.54 1.24
C 0.99 -3.04 0.83
O 0.82 -1.83 0.78
C -0.02 -4.11 0.47
C -1.41 -3.64 0.36
H 2.94 -2.91 1.41
H 2.34 -4.52 1.31
H 0.06 -4.96 1.16
H 0.32 -4.47 -0.51
H -1.59 -2.65 0.00
H -2.23 -4.33 0.48
C -4.44 -1.11 0.30
C -3.61 -1.57 1.46
C -4.10 -2.62 2.22
C -3.41 -3.12 3.30
C -2.19 -2.57 3.62
C -1.65 -1.52 2.89
C -0.35 -0.97 3.38
C -2.36 -1.01 1.78
N -1.86 0.07 0.98
C -2.59 1.17 0.96
C -3.70 1.47 1.91
C -2.15 2.19 0.06
C -3.00 3.39 -0.21
N -1.00 1.97 -0.53
C -0.28 3.07 -1.07
C 0.01 3.14 -2.44
C -0.67 2.21 -3.39
C 0.87 4.12 -2.91
C 1.42 5.05 -2.06
C 1.04 5.06 -0.73
C 0.17 4.10 -0.22
C -0.25 4.26 1.22
H -4.87 -1.98 -0.20
H -3.87 -0.54 -0.42
H -5.27 -0.51 0.65
H -5.06 -3.05 1.95
H -3.81 -3.94 3.89
H -1.64 -2.94 4.47
H 0.18 -1.73 3.95
H -0.52 -0.12 4.05
H 0.27 -0.67 2.55
H -3.80 0.70 2.66
H -4.65 1.57 1.38
H -3.51 2.43 2.40
H -3.96 3.03 -0.59
H -2.55 4.02 -0.97
H -3.20 3.99 0.68
H -1.75 2.30 -3.29
H -0.40 1.18 -3.18
H -0.38 2.44 -4.41
H 1.11 4.14 -3.97
H 2.09 5.81 -2.43
H 1.41 5.83 -0.06
H 0.63 4.29 1.86
H -0.92 3.48 1.57
H -0.76 5.22 1.32
O 2.57 1.31 -3.46
S 2.08 0.08 -2.91
O 0.94 -0.48 -3.59
N 1.68 0.34 -1.29
C 2.70 0.83 -0.55
C 4.02 1.02 -0.97
C 4.99 1.52 -0.10
C 4.69 1.89 1.19
C 3.36 1.80 1.64
C 2.95 2.27 2.90
C 1.62 2.21 3.23
C 0.72 1.64 2.33
N 1.08 1.15 1.16
C 2.37 1.25 0.78
C 3.43 -1.12 -2.90
C 4.44 -0.97 -3.84
C 5.49 -1.88 -3.84
C 5.52 -2.91 -2.92
C 4.51 -3.04 -1.98
C 3.46 -2.13 -1.96
H 4.30 0.82 -1.98
H 6.00 1.62 -0.46
H 5.45 2.27 1.85
H 3.67 2.70 3.58
H 1.26 2.60 4.17
H -0.33 1.59 2.58
H 4.40 -0.15 -4.53
H 6.28 -1.78 -4.57
H 6.33 -3.62 -2.93
H 4.54 -3.85 -1.26
H 2.66 -2.20 -1.24
C -1.80 -0.05 -5.72
C -3.03 -0.26 -4.84
C -2.77 -1.30 -3.72
C -4.10 -1.96 -3.28
C -3.88 -3.19 -2.40
C -1.89 -2.40 -4.27
O -2.11 -3.01 -5.28
N -0.81 -2.71 -3.48
C -0.35 -2.05 -2.37
O 0.64 -2.46 -1.79
N -1.08 -1.00 -1.88
C -2.21 -0.58 -2.50
O -2.83 0.36 -2.02
H -1.71 -0.87 -6.44
H -0.89 -0.02 -5.14
H -1.88 0.88 -6.28
H -3.85 -0.61 -5.46
H -3.34 0.67 -4.37
H -4.66 -2.26 -4.17
H -4.68 -1.21 -2.74
H -3.50 -4.02 -2.99
H -4.82 -3.50 -1.96
H -3.17 -2.98 -1.60
H -0.18 -3.42 -3.85
```